This record from the OMol25 dataset describes a 9-piece molecular cluster, C28H57Cl16N2O2 overall. The level of theory is ωB97M-V/def2-TZVPD.

Results
- HOMO energy: -11.28 eV
- Net charge: +1
- E: -237389.7085 eV
- 2S+1: 1
- E_LUMO: -2.23 eV
- Frontier orbital gap: 9.05 eV

```
105
Properties=species:S:1:pos:R:3:forces:R:3:lowdin_charge:R:1
C 0.242079 -4.239008 2.804352 -0.5716 0.2333 -0.4112 -0.06
C 0.193568 -3.395218 1.530683 0.2596 -0.3869 0.5246 -0.18
O -0.130309 -2.020917 1.885426 -0.2995 -0.2325 -0.1341 -0.05
N -1.164126 -1.471585 1.127421 -0.1055 1.0274 -0.1537 -0.07
C -0.939086 -1.412767 -0.343286 0.1729 0.5882 -0.9197 -0.08
C -0.027482 -0.200940 -0.570090 -0.2177 -0.8652 0.6752 -0.08
C -0.488117 0.800023 0.501076 -0.5358 0.2086 -0.5342 -0.28
C 0.498502 1.826449 1.041651 0.1156 -0.3666 0.1186 -0.15
C 1.724616 1.271455 1.772412 -0.0415 0.3222 -0.3881 -0.22
C 2.803474 0.672780 0.851231 -0.3922 -0.6357 0.6155 -0.19
C 4.209155 0.936560 1.371996 0.3869 0.3675 -0.1611 -0.22
N 5.295248 0.743298 0.380469 -0.6058 0.0822 -0.2294 0.05
C 5.102012 -0.169215 -0.649068 0.3889 0.1427 -1.1637 -0.53
C 4.788297 -1.597472 -0.266998 -0.4677 0.4322 -0.0269 0.00
O 5.248738 0.144851 -1.827690 0.0393 -0.2572 1.2186 0.05
C -1.265938 -0.013026 1.543632 0.2066 0.0043 -0.1973 -0.06
H 1.041112 -4.967288 2.728184 0.1307 -0.0317 0.1855 0.06
H -0.697585 -4.778584 2.905100 0.0778 -0.0642 0.1411 0.01
H 0.343024 -3.598650 3.675657 0.3407 0.0008 0.0779 0.09
H -0.557558 -3.806546 0.862041 -0.0229 0.1305 -0.2156 0.12
H 1.165796 -3.375739 1.043949 -0.0311 0.0914 -0.2091 0.12
H -2.082140 -1.885224 1.307915 0.3060 -0.6262 0.3990 0.20
H -0.505560 -2.310717 -0.767744 -0.1844 -0.3353 0.3344 0.13
H -1.927960 -1.247677 -0.772160 -0.0757 -0.0767 0.0397 0.10
H 0.981680 -0.584230 -0.458444 0.2650 0.4396 -0.0072 0.10
H -0.174640 0.182182 -1.573954 0.1869 0.0655 -0.1195 0.12
H -1.271812 1.363518 -0.005969 0.1550 0.1602 0.0788 0.05
H -0.049410 2.469814 1.731220 -0.0558 0.0705 0.0118 0.10
H 0.805481 2.455604 0.204583 0.0892 0.0690 -0.0050 0.13
H 2.164071 2.108170 2.318786 -0.0166 -0.0282 0.1745 0.09
H 1.397410 0.533406 2.505509 0.1146 0.0122 0.1753 0.09
H 2.667575 1.015920 -0.173662 0.2121 0.1993 -0.0790 0.12
H 2.646090 -0.408615 0.855074 0.0389 -0.0541 -0.3096 0.09
H 4.419357 0.393271 2.288224 -0.0571 -0.2745 -0.1101 0.05
H 4.253440 1.989107 1.657299 0.1560 0.0393 0.0311 0.12
H 5.541816 1.631996 -0.032264 0.0567 0.0385 -0.1775 0.13
H 4.529425 -1.684190 0.784531 0.1764 -0.1991 0.0959 0.07
H 5.632314 -2.225669 -0.531524 0.1644 -0.0247 0.1200 0.09
H 3.946122 -1.915087 -0.879621 -0.0367 -0.0981 -0.0090 0.08
H -0.924496 0.080921 2.567722 0.0316 -0.1600 0.0965 0.09
H -2.321328 0.236068 1.476701 -0.0785 -0.0723 0.1621 0.09
Cl -4.442346 -0.018561 -0.817545 -0.0159 -0.0061 0.0590 0.56
C -4.393135 0.799809 -2.416462 -0.0631 -0.0719 -0.1909 -0.67
C -3.019013 1.318376 -2.729119 0.0986 -0.0265 -0.0367 -0.64
Cl -2.549765 2.656524 -1.643764 -0.0470 0.1329 -0.1295 0.60
H -5.127651 1.598980 -2.401796 -0.0171 0.0011 0.1149 0.06
H -4.679901 0.056921 -3.162206 0.0128 0.1706 0.2430 -0.03
H -2.982456 1.700347 -3.747975 -0.1046 0.0526 0.0123 0.05
H -2.277605 0.528717 -2.624111 0.0336 0.0116 0.0016 0.05
Cl -4.315183 -1.328992 -5.104762 0.1288 -0.1652 -0.2002 0.57
C -5.630505 -2.365710 -5.726937 -0.1129 -0.0165 -0.0899 -0.62
C -6.296082 -3.148619 -4.625685 -0.0694 0.0010 0.0079 -0.66
Cl -5.212798 -4.380963 -3.929775 0.0160 0.0096 0.0314 0.54
H -5.203798 -3.018851 -6.482754 0.0680 -0.0166 0.0418 0.07
H -6.354628 -1.706873 -6.202761 0.0010 0.0420 0.0510 0.08
H -7.162983 -3.671403 -5.024905 0.0202 -0.0220 -0.0341 0.08
H -6.622390 -2.498902 -3.817648 0.0334 0.0061 0.0162 0.07
Cl 3.736468 0.996763 4.640553 -0.0678 -0.0177 0.2174 0.61
C 4.384616 0.195043 6.100966 -0.0818 -0.0362 0.1731 -0.63
C 5.773325 0.667100 6.439435 0.0821 0.0088 0.0451 -0.65
Cl 6.976119 0.124447 5.245284 -0.0356 0.0385 -0.0441 0.55
H 4.363402 -0.877452 5.927802 0.0194 0.0051 -0.0834 0.07
H 3.702960 0.430912 6.916200 0.0116 0.0547 -0.0032 0.07
H 6.071092 0.251633 7.400541 -0.0315 -0.0288 0.0061 0.08
H 5.822972 1.751399 6.498620 0.0025 0.0110 -0.0638 0.07
Cl -3.143843 1.028359 4.065436 -0.1022 0.0084 0.0882 0.58
C -2.564849 1.636593 5.643245 -0.0263 -0.0055 0.1423 -0.63
C -1.544937 2.730703 5.477675 -0.0108 0.0654 0.0234 -0.64
Cl -0.022048 2.108930 4.782691 0.0224 -0.0053 -0.0265 0.58
H -2.154088 0.793549 6.191773 0.0148 -0.0372 -0.0512 0.07
H -3.434435 2.011654 6.178803 -0.0165 0.0465 -0.0558 0.08
H -1.303089 3.155164 6.449944 0.0219 -0.0391 0.0186 0.08
H -1.909939 3.523901 4.830903 0.0163 -0.0240 -0.0482 0.07
Cl -3.672101 4.854578 -4.797913 0.0385 -0.0223 -0.0047 0.54
C -5.308509 4.739312 -5.495879 -0.0077 0.0339 -0.0265 -0.66
C -6.048769 3.542172 -4.960860 -0.1130 -0.0029 0.0569 -0.62
Cl -5.344971 1.987103 -5.509726 -0.1353 0.0640 0.1706 0.53
H -5.207962 4.707300 -6.575990 0.0640 -0.0334 -0.0397 0.02
H -5.842424 5.646903 -5.220096 0.0042 -0.0127 0.0614 0.08
H -7.082794 3.557164 -5.299621 0.0213 -0.0003 -0.0688 0.08
H -6.038313 3.536471 -3.873416 0.0248 -0.0223 0.0067 0.06
Cl 8.152380 3.689252 3.652530 -0.0051 0.0117 0.0130 0.53
C 8.516308 3.087919 2.013487 -0.0074 0.0285 -0.0590 -0.66
C 8.279757 1.605360 1.888988 -0.0575 -0.0426 -0.0577 -0.69
Cl 9.453845 0.653999 2.829494 0.0553 -0.0276 0.0160 0.54
H 9.545962 3.347852 1.783525 0.0239 -0.0108 0.0578 0.07
H 7.860388 3.621726 1.327364 -0.0221 -0.0141 0.0024 0.07
H 8.385889 1.301273 0.848921 0.0179 0.0282 -0.0089 0.07
H 7.284268 1.331730 2.229110 0.0153 -0.0083 0.0561 0.03
Cl -3.903818 2.970462 -8.221547 0.0755 -0.0883 -0.1452 0.55
C -2.822099 3.517527 -9.529855 0.0060 0.0054 -0.0800 -0.64
C -1.971109 4.679543 -9.088938 0.0975 0.0098 -0.0299 -0.66
Cl -2.944649 6.148148 -8.818887 -0.0100 0.0079 0.0381 0.54
H -3.437259 3.779128 -10.386590 -0.0405 0.0300 0.0290 0.07
H -2.189359 2.673734 -9.798884 0.0241 -0.0012 0.0559 0.07
H -1.241555 4.915188 -9.861521 -0.0315 0.0133 -0.0315 0.07
H -1.443956 4.456356 -8.164944 -0.0478 0.0097 0.0359 0.07
Cl 0.482775 -7.971480 2.583132 0.0094 0.0293 -0.0100 0.55
C -0.294498 -8.132824 4.181099 0.0288 -0.0074 0.0581 -0.65
C -1.794687 -8.207288 4.075103 -0.0393 -0.1162 0.0501 -0.64
Cl -2.517089 -6.663175 3.540376 -0.0630 -0.0345 -0.0033 0.55
H 0.020814 -7.292291 4.793999 -0.0033 0.0346 -0.0363 0.07
H 0.084281 -9.050752 4.625931 -0.0191 -0.0270 -0.0233 0.08
H -2.221954 -8.432325 5.050140 0.0213 0.0412 0.0238 0.08
H -2.104210 -8.976092 3.372828 -0.0018 0.0408 -0.0576 0.07
```
Positions in Å, forces in eV/Å.